# C20H19NO6

The molecule C20H19NO6 (ωB97M-V with the def2-TZVPD basis set, OMol25).

Computed properties:
SMILES = O=C(O)C/C=C(\NC(=O)OCc1ccccc1)C(=O)OCc1ccccc1
Total charge = 0
Electronic energy = -1279.77863 Eh
HOMO = -0.334 Eh
Multiplicity = 1
Kohn-Sham gap = 9.77 eV
LUMO = 0.0250 hartree

Geometry as XYZ:
```
46
Properties=species:S:1:pos:R:3:forces:R:3
O -1.988939 -0.934484 4.032511 -0.052 -0.095 -0.035
C -1.612442 0.060777 4.587723 -0.156 -0.136 -0.053
O -1.336866 0.093637 5.897844 0.231 0.222 0.633
H -1.469351 -0.781610 6.295148 -0.048 0.037 -0.335
C -1.366064 1.410021 3.952959 0.141 -0.130 0.104
C -2.048173 1.560290 2.641149 0.013 -0.278 -0.404
C -1.880284 0.785927 1.560494 0.075 0.360 0.461
N -0.975159 -0.265774 1.400334 -0.105 -0.358 -0.296
C 0.303769 -0.338098 1.841541 -0.071 -0.009 -0.154
O 0.903831 0.512085 2.452694 0.203 0.081 0.113
O 0.836008 -1.519464 1.458527 -0.228 -0.152 -0.035
C 2.232681 -1.664818 1.700867 0.324 0.029 0.181
C 3.055476 -0.789661 0.789705 -0.080 -0.010 0.034
C 2.661729 -0.596220 -0.528305 -0.004 -0.059 0.057
C 3.404116 0.216536 -1.365698 -0.025 0.002 -0.076
C 4.550879 0.834560 -0.897525 0.065 0.068 -0.042
C 4.950111 0.639917 0.413523 0.097 0.020 0.005
C 4.202960 -0.164505 1.255677 -0.093 -0.107 -0.036
H 4.508256 -0.303948 2.282225 0.011 0.014 0.134
H 5.841535 1.123486 0.784745 0.069 0.047 0.030
H 5.129697 1.469338 -1.551987 0.045 0.053 -0.046
H 3.088358 0.369180 -2.387433 -0.022 0.011 -0.092
H 1.767138 -1.081728 -0.892260 -0.091 -0.030 -0.048
H 2.436355 -2.723340 1.514146 -0.072 0.146 0.069
H 2.450759 -1.428648 2.747733 -0.009 -0.085 -0.159
H -1.277325 -1.017922 0.796226 0.137 0.095 0.112
C -2.730800 1.053145 0.365690 -0.309 0.562 0.058
O -3.529605 1.951334 0.277239 0.083 -0.202 0.013
O -2.482303 0.173180 -0.611964 0.194 -0.283 -0.040
C -3.150366 0.352881 -1.857420 -0.414 0.340 -0.323
C -2.252554 -0.090567 -2.979996 0.027 -0.098 0.177
C -2.801488 -0.622566 -4.139489 0.004 0.075 0.125
C -1.983366 -1.020509 -5.181696 -0.010 -0.005 -0.089
C -0.608383 -0.900984 -5.070599 0.034 -0.035 -0.082
C -0.056297 -0.373940 -3.915997 0.050 0.025 -0.008
C -0.873174 0.035364 -2.877022 -0.048 0.024 0.043
H -0.440020 0.450219 -1.978773 0.052 0.014 0.092
H 1.015508 -0.279436 -3.824213 0.103 0.013 0.005
H 0.030304 -1.218476 -5.881291 0.050 -0.032 -0.063
H -2.420182 -1.430755 -6.080042 -0.035 -0.039 -0.071
H -3.873817 -0.722923 -4.225478 -0.125 -0.044 -0.004
H -3.418868 1.413198 -1.961828 0.035 -0.260 0.049
H -4.077577 -0.231544 -1.847457 0.129 0.107 0.010
H -2.779827 2.349544 2.544906 -0.001 0.035 -0.128
H -1.658600 2.188134 4.655767 0.000 -0.026 -0.032
H -0.277640 1.459165 3.807097 -0.174 0.090 0.147
```
Positions in Å, forces in eV/Å.

Results of the Löwdin charge analysis, in e, for atoms 1 through 2: O 0.120; C -0.520